(1)
The following is a quantum chemistry calculation of a molecular structure, C63H150N6O15 at a distorted geometry, from OMol25.

Values from the calculation:
DFT total energy ... -107359.09608 eV
Highest occupied orbital energy ... -6.9 eV
2S+1 ... 1
LUMO level ... 0.038 eV

XYZ file:
```
234
Properties=species:S:1:pos:R:3:forces:R:3
O -4.3018 -1.0428 0.3988 -0.6 5.5 -13.1
O -3.9104 -4.3865 -3.3468 0.6 -0.1 0.0
O -1.8971 3.3647 2.2893 0.5 1.8 1.0
O 3.1535 0.5177 0.8913 -0.7 -0.2 1.3
O 4.3485 -3.3030 3.9973 -0.1 -0.3 -0.2
O 3.8028 -0.4082 -1.3054 4.1 0.6 -0.6
O 3.5233 -5.4879 1.0012 1.1 -0.1 0.4
O -1.2305 -0.5816 -5.2436 -1.8 -1.9 -1.7
O -1.4403 -1.2086 0.5680 1.1 2.1 -1.3
O -3.6431 3.5689 -0.0285 -1.1 1.0 2.3
O -4.3392 -1.4367 2.2651 0.7 -1.8 11.3
O 2.7618 -3.1635 -3.9240 1.5 -2.5 -1.3
O 2.1238 -1.1339 -4.5659 -0.4 2.8 -0.3
O 0.4198 7.0243 -3.7969 0.1 -0.1 -0.3
O -3.3499 3.5176 -2.3403 1.6 -0.1 -3.0
N -0.9733 4.2946 2.6322 2.1 2.2 2.2
N -3.6787 -5.0616 -2.1574 -1.3 -1.0 2.6
N -2.9431 -1.3087 2.5799 -0.4 -1.3 -0.4
N -0.2815 -0.6328 -0.0250 0.6 0.1 0.1
N 3.8343 -2.0312 4.2361 -0.2 1.2 1.1
N 0.3821 5.6064 -3.8780 -0.5 -0.1 0.2
C 2.6597 0.6218 4.0090 1.3 -0.4 -0.1
C 1.6075 -3.0034 4.7490 1.0 -0.5 0.7
C -2.3680 -3.2725 -0.9932 -3.1 -3.2 -3.3
C 0.6673 2.7603 3.8100 -0.2 0.2 -0.8
C 4.1175 0.3845 4.2153 1.6 -0.6 0.4
C 0.7965 4.0249 0.8420 1.5 -2.0 1.4
C -2.6713 -0.1680 3.4822 0.2 -2.4 2.1
C 1.1441 2.9358 -4.3772 1.4 0.7 3.0
C 6.0631 -1.1510 4.5520 1.3 -1.1 1.1
C -3.0147 1.1323 2.8185 -1.3 -1.6 1.5
C -1.2872 3.6875 5.0629 -0.7 0.2 -1.5
C -0.4525 0.7971 -0.3688 0.8 1.4 -0.8
C 0.9119 1.2882 -0.8980 0.8 -1.3 -0.6
C -2.2041 -5.5726 -0.2348 0.2 -3.1 -0.6
C -1.5257 1.0814 -1.4576 -0.2 -1.7 1.1
C 0.2944 -1.6518 -0.9369 1.9 2.6 -2.2
C -3.0537 2.4512 0.5969 -3.6 1.2 -2.0
C -2.4142 -3.4939 1.3412 0.8 2.0 4.7
C -0.2274 4.8874 1.5244 -0.5 2.2 -0.3
C -5.7232 -6.4083 -2.4564 -0.3 0.0 -1.3
C -2.2995 -2.7145 2.7386 2.0 1.8 -2.7
C 1.5337 0.3278 -1.9874 -2.3 4.0 3.4
C -0.4886 -1.4342 4.0991 -2.9 -2.0 -0.2
C 2.8570 0.0515 -4.2229 1.0 -0.9 -2.0
C 0.4255 5.1983 4.3879 1.2 0.9 0.4
C -1.2542 5.4484 0.4961 0.4 0.4 1.4
C -3.2962 -0.3631 4.9065 -0.6 0.5 -0.1
C -0.7552 1.6997 0.8745 3.1 -4.1 -0.9
C 4.7860 -0.9606 3.8058 -1.9 0.3 -1.0
C -3.5813 -7.3375 -3.2633 -0.9 -0.7 -0.7
C 0.7388 -2.7671 -0.0818 -0.9 -1.9 2.0
C -2.9322 -3.5719 3.6876 -2.7 -0.8 2.2
C 2.4048 -1.9700 3.9041 -0.9 0.5 1.5
C -2.4195 -4.7416 -1.4723 1.2 0.5 -0.2
C 1.8148 -0.5618 4.4053 3.0 2.1 -1.2
C -1.1068 5.5789 -5.9808 1.0 0.7 1.5
C 0.9486 3.4340 -2.8628 1.3 2.9 -2.2
C 4.4935 -1.4492 -0.6342 2.1 -1.2 -1.9
C 5.0647 -0.9899 2.2864 -0.5 -0.1 0.8
C -0.5842 0.2399 -4.3881 1.5 1.0 0.3
C 2.0060 -2.1900 2.4425 1.0 0.9 0.7
C -3.7849 -1.0989 -0.8689 -0.6 0.1 -2.7
C -4.0710 -7.1812 -0.7380 2.0 1.6 -1.2
C 2.6930 5.3694 -2.8222 1.0 0.3 -0.5
C 0.4929 6.1858 2.0654 1.4 -1.1 1.3
C -1.1938 -4.8740 -2.3869 0.1 -0.9 -1.7
C -1.1883 -0.1572 3.7510 1.6 0.6 -1.2
C -0.7436 -2.5059 3.0525 -3.6 -0.4 0.2
C -2.5309 -7.0477 -0.3352 -2.4 -1.1 0.0
C -4.2563 -6.4702 -2.1862 2.1 -0.2 2.1
C -0.2850 3.9587 3.8840 -0.5 0.4 1.5
C 1.3359 5.9616 3.4108 -1.2 0.2 -1.2
C -1.9806 3.5551 -2.8592 -1.2 1.3 -0.3
C 3.7824 -4.7395 -0.1850 -0.9 -0.6 0.0
C -0.5368 -2.0525 -2.1957 1.2 -0.4 0.1
C 1.2189 5.0113 -2.7740 -1.0 -1.4 -0.7
C 0.6650 5.4439 -1.4092 1.2 1.8 -3.8
C 2.1371 -3.1936 -2.6975 1.9 -4.5 1.7
C 1.4257 5.4791 -6.2514 0.1 2.0 0.4
C 0.2079 3.6471 -5.2751 -2.3 -1.1 0.9
C 0.2603 5.1524 -5.2919 0.4 -0.9 -0.5
C 1.6427 -1.0544 -1.4950 -3.2 2.5 -0.3
C 3.3604 1.8392 0.5967 0.4 1.7 -0.3
H -0.7443 3.3955 -4.8081 -0.2 0.0 -0.7
H -4.3540 -1.2850 1.3173 0.5 -3.0 5.4
H 2.8752 0.1774 -3.1403 0.6 -0.2 -2.6
H -3.2350 -4.7773 -3.9060 0.1 0.2 -1.0
H 3.8315 -5.4038 -1.0477 -0.6 -0.1 -0.2
H -1.0780 2.6421 0.4321 3.3 -0.9 -0.2
H -3.4422 -3.5684 0.9868 -0.5 -0.1 1.7
H 3.9514 2.3646 1.3468 0.4 -0.4 0.2
H 3.9844 -3.5133 3.1343 0.3 -0.7 -0.6
H -5.8514 -5.9999 -3.4589 -0.2 0.1 -0.1
H 2.5133 0.7590 -2.1939 -1.3 0.6 1.5
H -1.1482 -5.5379 0.0333 0.1 0.5 0.1
H 5.9306 -1.2841 5.6257 -0.4 0.5 0.2
H 3.8178 2.0023 -0.3792 0.3 -0.1 -0.2
H 4.6664 1.1681 3.6930 0.3 0.2 0.2
H -6.3289 -5.7856 -1.7981 0.3 -0.3 0.3
H 2.3323 -1.7637 -3.8720 0.3 0.2 -1.6
H -0.1679 1.0610 -4.9717 -0.2 0.1 0.2
H -1.3948 -2.8692 -0.7133 -1.3 -1.0 -0.6
H -4.0976 1.2555 2.8063 -0.3 -0.2 -0.1
H 3.1025 -0.0527 0.1207 -0.1 1.2 0.1
H 2.4224 2.3931 0.5586 0.5 0.3 0.4
H 3.9083 -1.9741 0.1208 0.0 0.7 0.1
H 0.5295 -2.8552 4.6860 1.4 -0.8 0.3
H 1.8568 -4.0212 4.4487 0.1 -0.1 0.2
H 2.5079 0.8369 2.9513 -0.3 0.2 0.2
H 2.1638 3.2055 -4.6524 0.4 -0.5 0.1
H 2.4416 -2.3340 -2.1005 1.0 -3.3 -0.8
H 4.7376 -4.2243 -0.2859 0.0 0.1 1.2
H 1.6111 3.0032 -2.1120 0.8 0.7 -1.6
H 1.3125 5.1076 -0.5995 -0.1 3.2 -3.1
H -2.5876 3.9586 1.9859 -0.9 -0.2 -0.1
H -3.4312 -0.1315 -1.2254 -1.2 -0.9 0.0
H -4.3496 -8.2346 -0.7649 -0.2 0.1 -0.3
H -1.7267 4.5626 -3.1886 0.0 0.1 0.2
H 0.9654 0.4680 -2.9069 0.3 -0.3 0.7
H 1.5249 -0.5540 5.4560 0.3 -0.2 0.1
H -1.2862 0.5528 -2.3803 -0.1 0.2 1.8
H 2.4703 1.5071 4.6160 -0.3 -0.3 -0.3
H 2.3257 5.5976 3.1355 -0.1 -0.8 0.3
H -1.9921 -7.7550 -0.9656 0.5 0.6 -0.4
H 1.0117 2.2464 -1.4079 -2.0 -1.4 1.7
H -3.9068 -3.7917 3.2518 -0.2 -0.5 0.0
H -0.3978 7.1954 -3.3238 -0.1 0.4 0.0
H -1.2596 3.2275 -2.1102 -1.5 1.3 -0.2
H -2.9509 -1.2017 5.5112 0.5 -0.2 -0.5
H -2.6643 1.1527 1.7866 -1.0 -1.5 1.9
H 0.9005 -0.3744 3.8423 2.5 2.3 0.1
H 0.7124 6.5286 -1.3123 -0.1 0.4 -0.3
H -1.9308 -2.9343 0.5404 0.4 -1.0 3.6
H -4.3767 -0.5033 4.8758 -0.1 0.3 -0.2
H 1.1158 5.5729 -7.2922 -0.2 -0.3 0.0
H -1.8361 2.9171 -3.7310 -0.5 -0.4 0.4
H -4.6240 -0.1434 0.4929 -0.3 0.4 0.2
H -3.2563 -3.0368 4.5802 0.5 -0.2 0.5
H 1.9892 -1.2026 1.9811 0.2 0.0 -0.5
H -1.4967 1.2078 1.5040 1.4 0.5 -0.9
H 4.3694 -0.0547 -1.9950 0.5 0.1 0.0
H 0.2234 -0.3794 -3.9976 -0.1 1.0 0.0
H 1.4998 -3.5052 -0.3353 -0.2 0.7 -1.0
H -6.0559 -7.4444 -2.5182 -0.4 0.1 0.3
H 2.2137 -3.6854 -4.5146 0.3 0.0 -0.4
H -2.4224 -4.5069 3.9202 0.1 0.1 0.0
H 1.6221 1.4446 -0.0861 -1.3 -1.3 -0.6
H -3.4656 3.6365 -0.9695 0.0 -0.2 0.1
H -2.8366 -2.7248 -1.8109 0.8 -1.6 -1.1
H 2.6577 -2.8456 1.8649 0.3 -0.1 0.2
H -1.1600 6.6581 -6.1245 0.5 0.0 -0.7
H -0.2607 -4.5280 -1.9423 -0.1 -1.3 0.5
H -1.1688 0.6150 -3.5481 -0.1 -0.2 -2.0
H 1.6553 3.9344 1.5072 0.0 -0.2 0.3
H 2.5167 -1.0764 -0.8440 -2.9 -1.4 0.0
H 0.2921 2.0693 3.0551 0.2 0.1 0.3
H 5.4992 -1.1444 -0.3446 -0.4 0.2 0.9
H -3.2172 1.5897 -0.0505 -0.4 -0.2 0.6
H 2.9050 6.3676 -2.4392 -0.4 0.2 0.1
H -3.8265 4.0748 -2.9600 -0.5 0.0 0.1
H 5.2254 -2.0279 1.9950 0.6 0.0 -0.1
H -0.8883 0.7032 4.3492 -0.4 -0.3 0.8
H -4.0128 -7.0226 -4.2134 0.3 0.1 -0.4
H -1.2377 -4.2229 -3.2599 -0.7 0.4 -0.1
H -2.6292 2.0264 3.3085 -0.1 -1.0 0.2
H -0.7668 -1.7861 5.0925 -0.4 -0.1 0.1
H 0.4133 3.0267 0.6298 1.1 1.5 0.2
H -0.1031 -3.4121 0.1696 0.0 -0.2 0.3
H 4.7222 -2.1954 -1.3951 -0.2 -0.5 -0.1
H -1.9637 5.4631 -5.3171 0.0 -0.7 0.2
H 0.1165 1.8372 1.5143 0.0 -0.8 -0.5
H 0.8629 4.9039 5.3419 0.9 -0.2 -0.2
H -2.4365 0.6185 -1.0778 1.3 0.7 -0.5
H -1.9858 2.6005 0.7562 -5.5 0.1 -0.4
H 1.5629 6.9515 3.8066 -0.2 0.1 0.1
H -0.6809 0.1377 2.8325 0.0 0.1 -0.7
H -0.6354 5.8330 -0.3147 -1.9 1.0 2.4
H -3.1042 -3.1310 -0.2019 0.1 -0.6 -2.6
H 1.0598 -3.2924 -2.8310 0.8 0.0 0.5
H 4.2441 -0.5931 1.6887 0.5 -0.3 0.9
H 1.8352 -2.8432 5.8029 0.4 -0.3 0.1
H -2.0669 4.4491 5.0769 -0.1 0.1 -0.3
H 0.1257 3.2646 -6.2926 0.4 -0.1 -0.1
H -0.0121 -1.7728 -3.1092 -0.9 0.8 0.1
H -2.5061 -7.4771 -3.3754 0.1 0.8 0.5
H -0.4354 -3.1353 -2.2682 -0.1 1.6 0.2
H 0.7774 2.1362 4.6969 -0.3 0.7 0.3
H -0.8287 3.7749 6.0479 0.3 -0.6 -0.2
H -0.4965 -1.0993 -5.5825 -0.4 -0.4 -0.6
H 3.8873 -0.0148 -4.5723 0.4 -0.4 -0.3
H -2.0889 -4.5333 1.3858 0.8 1.8 1.7
H -3.9095 -8.3737 -3.1826 -0.4 -0.1 0.2
H -3.4874 2.3035 1.5860 -1.0 1.2 -1.9
H -3.0178 -1.8660 -0.9757 -1.4 3.4 1.1
H 5.9123 -0.3304 2.1002 0.3 -0.3 -0.2
H -1.2235 4.9735 -6.8797 -0.1 0.4 0.0
H 0.9970 1.8668 -4.2232 0.4 0.7 -1.0
H 0.9807 -2.5532 2.3721 2.3 -0.3 0.7
H 1.2670 6.4377 1.3405 -0.3 0.3 -0.4
H 1.7113 6.4928 -5.9706 0.4 0.2 -0.2
H -0.0627 3.2343 -2.5083 1.6 0.1 -0.6
H 2.3364 4.8807 -6.2271 -0.3 -0.3 0.4
H -4.6163 -1.4659 -1.4706 0.0 0.1 -0.8
H -0.1536 7.0463 2.2373 -0.3 -0.3 -0.2
H 1.8795 -1.5054 -2.4587 -1.6 2.8 1.8
H -0.2427 5.9603 4.7892 -0.8 -0.1 -0.6
H 6.8597 -0.4215 4.4057 -0.4 0.5 -0.2
H -2.4045 -7.4524 0.6690 0.0 -0.2 0.2
H -2.7650 -5.3086 0.6617 -0.5 -0.6 -1.8
H -1.7843 2.1174 -1.6768 0.3 -1.8 1.1
H 3.1566 5.3677 -3.8087 -0.4 -0.1 -0.3
H -1.7750 6.2713 0.9857 -0.4 -0.2 0.0
H 2.5707 -5.6037 1.0289 0.0 -0.1 0.1
H 3.3505 4.7173 -2.2473 -0.3 -0.4 0.4
H -1.1282 -1.3691 1.4616 -0.7 0.4 0.1
H -1.7911 2.7455 4.8466 0.1 -0.1 0.7
H 0.5973 -1.3404 4.1061 -4.2 -2.0 0.2
H 1.6476 3.1048 3.4809 0.1 -0.2 0.1
H 1.0614 -2.3810 0.8851 -0.2 0.0 -1.6
H -4.7131 -6.6279 -0.0527 0.1 -0.1 0.2
H -0.3500 -3.4494 3.4306 -0.4 -0.2 -0.4
H 2.6248 -3.9768 -2.1170 -0.9 -1.0 -0.1
H -1.9600 4.7106 0.1147 0.0 0.1 0.0
H 1.2319 4.3375 -0.1071 -0.7 -3.1 3.4
H -1.0681 -5.7987 -2.9501 0.1 -0.8 0.9
H -1.6166 -2.0067 -2.0540 1.5 1.9 -1.7
H 2.4413 0.8543 -4.8317 0.0 0.2 0.7
H -3.0392 0.5032 5.5162 -0.3 0.3 0.0
H -0.3737 5.1679 -1.2271 1.4 -1.2 -1.8
H 2.9142 -4.0804 -0.1791 1.0 0.4 -1.0
H -0.1871 -2.3390 2.1303 -1.6 0.3 0.2
H 6.5488 -2.1013 4.3301 -0.2 -0.2 -0.6
H 4.3020 0.4482 5.2877 0.2 0.3 0.2
```
Forces are in eV/Å.


(2)
The following is a quantum chemistry calculation of a molecular structure, CrH44O22 at a distorted geometry, from OMol25.

Values from the calculation:
Charge ... +3
DFT total energy ... -74159.94784 eV
Highest occupied orbital energy (spin up / spin down) ... -18.4 / -18.4 eV
2S+1 ... 4
LUMO level (spin up / spin down) ... -10.292 / -8.834 eV

XYZ file:
```
67
Properties=species:S:1:pos:R:3:forces:R:3
Cr -0.2546 0.2356 -0.1017 0.3 -0.7 -2.3
O -1.7454 -2.1419 2.9561 -0.2 0.4 -0.1
O 2.7416 -2.5880 0.6145 -0.1 -0.5 -0.2
O 3.6393 2.1813 1.7595 -0.5 -0.1 -0.1
O 2.6911 -0.1743 -0.7783 0.1 0.4 0.0
O 0.2593 -1.3216 -1.5199 -0.8 0.9 1.3
O -0.9451 -4.5325 0.2008 -0.1 0.2 -0.2
O -4.6073 0.6101 -0.6925 0.5 0.1 0.1
O 1.5241 0.2849 4.0398 -0.1 -0.2 -0.8
O -1.4441 -1.4243 -3.8076 0.1 0.1 0.8
O -0.8983 1.5768 -3.9218 0.1 0.1 -0.2
O 2.3682 -2.8784 -2.1748 0.0 0.1 0.2
O -1.6149 -1.9103 0.3739 -0.2 0.9 -0.4
O -3.3193 2.3406 2.2468 0.2 -0.1 -0.2
O -2.0134 0.0874 -1.2835 1.6 0.6 -0.1
O 1.1435 1.7639 0.7435 -0.8 -0.1 0.0
O 0.3727 1.3836 -1.7086 -0.2 -0.6 2.1
O 0.4942 4.7061 -0.3738 0.0 -0.3 0.2
O 0.6493 -3.4165 3.4420 0.6 -0.1 -0.3
O -1.3201 0.7070 1.5695 0.5 -0.6 -0.1
O -1.3686 2.8003 -0.0667 -0.6 -0.8 0.1
O 2.4005 2.6968 -2.9166 -0.1 -0.1 0.4
O 0.9296 -0.8073 1.1531 -1.4 0.6 0.2
H 4.5891 2.2478 1.8576 0.4 -0.1 -0.1
H 0.0022 -4.6658 0.1692 0.3 -0.2 -0.1
H 3.6831 -2.6355 0.4486 0.5 0.1 0.2
H -1.7951 1.5324 1.6652 -0.7 1.1 -0.2
H 1.3346 -0.4255 1.9319 0.1 0.6 1.0
H -3.2997 2.9261 3.0038 0.0 0.4 0.3
H 0.6674 0.1697 4.4509 -0.1 -0.1 0.4
H -4.5474 1.5584 -0.5767 -0.2 0.4 0.0
H 0.8197 5.5690 -0.1177 0.1 0.4 0.3
H -2.2166 -2.0149 1.1109 0.0 0.1 0.3
H -4.2121 1.9957 2.2332 -0.4 -0.2 0.0
H 0.9629 2.7027 0.7913 -0.3 0.5 -0.3
H -2.2727 3.1144 -0.0573 -0.3 0.1 0.1
H -2.0251 -2.1520 -3.5859 -0.4 -0.5 -0.2
H -0.2609 -1.4707 -2.3095 -0.5 0.1 -0.9
H 3.2864 2.6939 2.4869 0.1 0.3 0.3
H -0.8377 3.5964 -0.0423 0.6 0.8 -0.1
H 2.3532 2.8489 -3.8604 -0.1 0.1 -0.4
H -1.4796 -2.7996 0.0465 0.4 -0.7 -0.2
H 0.3882 4.7617 -1.3235 0.1 0.0 -0.5
H -0.1020 -3.0169 3.0037 -0.3 0.4 0.0
H 1.5325 -1.5005 0.8845 0.7 -0.8 -0.6
H -1.9729 -1.4811 3.6102 -0.1 -0.1 0.6
H -1.0323 -1.6880 -4.6304 0.2 0.0 -0.4
H 1.0255 -1.8853 -1.6274 1.2 -0.3 0.0
H -5.5391 0.4146 -0.5936 -0.4 -0.3 -0.1
H -2.2537 -2.9131 3.2072 -0.3 -0.4 0.4
H 2.9230 -3.0003 -2.9453 0.1 0.0 -0.5
H 2.0344 1.6733 1.0817 1.1 -0.4 0.1
H 0.5992 -4.3431 3.2071 0.1 -0.4 0.3
H 2.7209 -3.4878 -1.5264 0.0 -0.3 0.2
H -2.9526 0.2231 -1.1576 -1.1 0.2 0.8
H -1.2089 -4.8848 1.0508 -0.2 -0.3 0.2
H -1.5573 0.2019 2.3473 0.2 -0.6 -0.1
H -1.7758 1.9579 -3.8896 -0.3 0.2 0.1
H 3.4024 0.3513 -1.1443 0.2 0.2 -0.2
H 3.3258 2.8131 -2.7009 0.3 0.2 0.1
H 0.0422 1.4680 -2.6030 -1.2 -0.3 -1.1
H 1.2553 1.7525 -1.7431 0.8 0.2 0.2
H -1.9566 -0.5603 -1.9860 0.2 -0.2 -0.4
H 1.7979 1.1650 4.2981 0.2 0.2 0.2
H -0.7830 1.3168 -4.8357 0.2 -0.1 -0.3
H 2.5791 -3.2653 1.2710 -0.1 -0.3 0.6
H 3.0735 -1.0431 -0.6548 0.0 -0.1 -0.2
```
Forces are in eV/Å.


(3)
The following is a quantum chemistry calculation of a gas-phase ion, C3H8NO2 (charge +1) at a distorted geometry, from OMol25.

Values from the calculation:
Charge ... +1
DFT total energy ... -8818.22307 eV
SMILES string ... [NH3+][C@H](C=O)CO
Highest occupied orbital energy ... -15.2 eV
2S+1 ... 1
LUMO level ... -3.856 eV

XYZ file:
```
14
Properties=species:S:1:pos:R:3:forces:R:3
O -0.1496 1.2180 -1.6947 0.2 -1.4 0.5
O -0.3710 -0.9935 2.0902 0.3 0.1 0.5
N 0.1681 -1.3953 -0.3792 0.8 0.2 0.0
C -0.5451 0.9641 -0.3488 1.7 0.4 -1.1
C 0.3233 -0.0988 1.6909 -0.3 -0.4 -1.0
C 0.5251 -0.0263 0.1615 -1.1 0.1 0.1
H -0.4447 1.8784 0.2393 -0.5 -0.1 0.2
H 0.2572 -1.4719 -1.3977 -0.2 0.4 0.1
H -1.5283 0.5163 -0.3303 -0.5 0.1 0.4
H 0.6853 0.7454 2.2890 0.1 -0.1 0.2
H 1.4705 0.2835 -0.2699 0.3 0.0 0.4
H -0.7827 -1.5890 -0.0673 -0.1 -0.4 0.0
H 0.7986 -2.1012 0.0130 -0.3 -0.1 0.1
H -0.4066 2.0703 -1.9962 -0.5 1.1 -0.3
```
Forces are in eV/Å.